The following is a quantum chemistry calculation of a molecular structure, C44H51N3O2RhSSeTe in a non-equilibrium geometry, from the OMol25 dataset.

Values from the calculation:
- Energy relative to the best compared isomer or geometry (same formula, charge and spin): 8.4 kcal/mol
- Highest occupied orbital energy (spin up / spin down): -4.358 / -4.359 eV
- Largest force on an atom: 2.609 eV Å⁻¹
- E_LUMO (spin up / spin down): 0.867 / 0.871 eV
- Total charge: -1
- Orbital gap (spin up / spin down): 5.23 / 5.23 eV
- Spin multiplicity: 1

Last column: Mulliken charge in e.
Element x y z (Å)
Rh: -0.21 0.23 -0.37  0.6814
C: 2.22 -0.14 -4.15  -1.4784
C: 3.21 0.56 -3.22  1.3614
C: 4.38 1.18 -3.98  -1.9142
C: 3.65 -0.40 -2.13  0.8465
C: 4.64 -1.32 -2.41  -0.3789
C: 5.04 -2.26 -1.48  -1.6658
C: 4.41 -2.29 -0.24  -0.7222
C: 3.40 -1.39 0.08  1.2462
C: 2.81 -1.41 1.46  2.5605
C: 3.53 -0.39 2.34  -1.4887
C: 2.87 -2.80 2.09  -1.8884
C: 3.01 -0.42 -0.88  -1.2420
N: 1.98 0.53 -0.66  1.8358
C: 2.34 1.82 -0.60  -0.9259
O: 3.48 2.26 -0.46  -0.7706
C: 1.20 2.78 -0.76  0.3779
C: 1.34 4.15 -0.62  -0.6265
C: 0.23 4.95 -0.82  -0.5960
C: -1.00 4.36 -1.11  -0.8055
C: -1.05 2.99 -1.22  -0.0615
N: 0.04 2.24 -1.09  0.6746
C: -2.31 2.21 -1.49  -0.5796
O: -3.27 2.75 -2.04  -0.7846
N: -2.22 0.94 -1.08  2.9875
C: -3.25 0.02 -1.37  -1.3702
C: -3.20 -0.70 -2.57  1.0950
C: -4.16 -1.67 -2.81  -0.5493
C: -5.16 -1.94 -1.89  -1.7140
C: -5.21 -1.21 -0.72  -0.5055
C: -4.26 -0.23 -0.44  0.8422
C: -4.38 0.60 0.83  1.8616
C: -4.43 -0.27 2.09  -1.3630
C: -5.60 1.52 0.75  -1.7650
C: -2.13 -0.43 -3.60  1.5304
C: -1.39 -1.70 -4.03  -1.3669
C: -2.71 0.31 -4.81  -1.8183
H: 1.86 0.55 -4.93  0.4929
H: 1.35 -0.49 -3.58  0.1781
H: 2.68 -1.00 -4.64  0.2743
H: 2.68 1.40 -2.76  -0.2746
H: 4.89 0.44 -4.61  0.3721
H: 5.10 1.59 -3.28  0.4218
H: 4.03 1.98 -4.63  0.4383
H: 5.13 -1.30 -3.38  0.2628
H: 5.83 -2.96 -1.71  0.3493
H: 4.73 -3.01 0.49  0.2810
H: 1.77 -1.10 1.39  -1.1582
H: 4.59 -0.66 2.43  0.3377
H: 3.09 -0.36 3.34  0.4091
H: 3.48 0.61 1.91  0.2463
H: 3.90 -3.05 2.38  0.4436
H: 2.50 -3.57 1.41  0.3761
H: 2.27 -2.82 2.99  0.3223
H: 2.32 4.55 -0.38  0.5678
H: 0.31 6.03 -0.74  0.4211
H: -1.90 4.93 -1.25  0.5703
H: -4.12 -2.24 -3.74  0.3179
H: -5.90 -2.70 -2.09  0.3559
H: -6.00 -1.41 0.00  0.3484
H: -3.49 1.22 0.90  -0.8931
H: -5.30 -0.93 2.09  0.3347
H: -4.49 0.38 2.97  0.4531
H: -3.53 -0.87 2.18  0.1126
H: -6.52 0.94 0.74  0.3278
H: -5.56 2.13 -0.15  0.3770
H: -5.62 2.19 1.62  0.4568
H: -1.38 0.23 -3.15  -0.6766
H: -2.07 -2.41 -4.51  0.4224
H: -0.95 -2.20 -3.16  0.1390
H: -0.60 -1.47 -4.74  0.4139
H: -3.46 -0.31 -5.32  0.3366
H: -1.93 0.55 -5.53  0.4333
H: -3.19 1.23 -4.50  0.3989
Te: -1.06 -2.16 0.19  -0.1254
C: -0.01 -3.60 -0.91  -0.0121
C: 1.20 -3.53 -1.54  -0.1640
C: 1.58 -4.75 -2.17  -1.1462
C: 0.66 -5.73 -2.01  -0.3876
S: -0.69 -5.18 -1.09  -0.1538
H: 1.80 -2.63 -1.55  0.5754
H: 2.50 -4.88 -2.72  0.3725
H: 0.68 -6.75 -2.37  0.3948
C: 0.40 1.56 7.81  -1.5215
C: 0.18 1.44 6.32  0.7015
C: 0.28 2.54 5.49  -1.1199
C: 0.06 2.45 4.12  0.7119
C: 0.19 3.69 3.27  -1.4367
C: -0.27 1.20 3.57  0.0785
Se: -0.87 1.24 1.74  -0.1163
C: -0.33 0.06 4.39  1.1879
C: -0.66 -1.30 3.86  -1.4100
C: -0.11 0.21 5.75  -0.7924
H: 0.40 2.60 8.12  0.3540
H: 1.37 1.12 8.09  0.2990
H: -0.37 1.02 8.36  0.3580
H: 0.52 3.51 5.92  0.2987
H: 0.53 4.53 3.88  0.4037
H: -0.77 3.95 2.82  0.3101
H: 0.89 3.52 2.46  0.1490
H: -0.37 -1.40 2.82  -0.4302
H: -1.73 -1.48 3.91  0.2828
H: -0.15 -2.06 4.44  0.4181
H: -0.18 -0.67 6.39  0.4098

The following is a quantum chemistry calculation of a molecular structure, C44H52As2IN8O3S2Tl in a non-equilibrium geometry, from the OMol25 dataset.

Values from the calculation:
- Energy relative to the best compared isomer or geometry (same formula, charge and spin): 17.2 kcal/mol
- Highest occupied orbital energy: -1.528 eV
- Largest force on an atom: 1.752 eV Å⁻¹
- E_LUMO: 3.304 eV
- Total charge: -2
- Orbital gap: 4.83 eV
- Spin multiplicity: 1

Last column: Mulliken charge in e.
Element x y z (Å)
Tl: 0.18 -1.13 0.49  0.3304
C: 3.17 4.59 4.73  -1.7633
C: 3.13 3.35 3.87  0.6648
C: 3.05 3.40 2.52  -0.0586
C: 3.11 2.22 1.71  -0.0532
C: 2.76 2.13 0.36  0.3135
N: 1.98 2.92 -0.34  0.5126
C: 1.12 3.95 0.21  -1.6209
C: 0.22 3.42 1.35  1.0989
C: -1.26 3.41 1.05  -2.2740
N: -1.66 2.61 -0.11  0.9903
C: -2.71 1.80 -0.13  -0.4467
C: -3.18 0.91 0.84  0.4860
C: -4.49 0.37 0.62  -0.8774
C: -5.02 -0.60 1.39  0.8049
C: -6.38 -1.19 1.16  -1.7743
C: -4.15 -1.21 2.36  -0.2388
C: -2.85 -0.87 2.53  1.3933
C: -2.03 -1.83 3.29  -1.3261
N: -0.87 -2.15 2.94  0.7330
C: -0.32 -3.36 3.55  -1.0799
C: 1.19 -3.50 3.61  0.1831
C: 1.94 -2.53 4.52  -1.0574
N: 2.29 -1.32 3.81  0.2946
C: 2.81 -0.37 4.44  -1.1439
C: 3.15 0.90 3.78  0.6628
C: 3.09 2.06 4.49  -0.5862
C: 3.43 0.94 2.33  -0.1621
O: 3.86 -0.03 1.71  -0.5595
C: -2.30 0.32 1.86  -0.6412
O: -1.17 0.75 2.11  -0.6462
H: 2.93 5.48 4.14  0.3492
H: 4.16 4.75 5.17  0.3427
H: 2.45 4.53 5.55  0.3654
H: 2.99 4.37 2.04  0.5309
H: 3.08 1.23 -0.16  0.5867
H: 1.76 2.65 -1.31  -1.0362
H: 0.53 4.33 -0.63  0.4872
H: 1.71 4.80 0.55  0.3625
H: 0.36 4.04 2.24  0.2978
H: 0.52 2.41 1.63  -0.1357
H: -1.62 4.43 0.88  0.4532
H: -1.79 3.01 1.92  0.7194
H: -1.42 3.02 -1.00  -0.1497
H: -3.25 1.80 -1.07  0.8424
H: -5.07 0.78 -0.20  0.2647
H: -6.95 -0.59 0.45  0.3859
H: -6.95 -1.25 2.09  0.3936
H: -6.30 -2.20 0.76  0.2722
H: -4.53 -2.07 2.90  0.3044
H: -2.57 -2.38 4.08  0.2807
H: -0.68 -4.19 2.93  0.1602
H: -0.74 -3.49 4.57  0.4918
H: 1.61 -3.43 2.60  -0.3948
H: 1.38 -4.53 3.95  0.4252
H: 2.86 -3.01 4.87  0.4605
H: 1.34 -2.31 5.42  0.3798
H: 2.96 -0.40 5.54  0.3240
H: 2.94 2.00 5.56  0.3336
C: -1.72 0.72 -2.18  0.4507
As: -1.08 -0.77 -3.29  0.7404
C: -2.83 -1.21 -4.04  -1.2994
C: -0.43 0.48 -4.69  -0.1304
C: -1.13 0.73 -5.87  -0.4745
C: -0.69 1.68 -6.78  -0.6548
C: 0.45 2.41 -6.51  -0.9119
C: 1.17 2.16 -5.34  -0.5084
C: 0.76 1.18 -4.44  0.2493
As: 1.76 0.83 -2.78  1.4645
C: 3.21 2.14 -2.97  -1.6289
C: 2.79 -0.71 -3.41  -1.2126
H: -2.36 1.37 -2.78  0.7175
H: -0.88 1.30 -1.81  -0.8346
H: -2.27 0.29 -1.34  -0.0517
H: -3.44 -0.32 -4.19  0.3557
H: -3.31 -1.87 -3.31  0.1856
H: -2.73 -1.74 -4.99  0.4369
H: -2.05 0.19 -6.07  0.3151
H: -1.26 1.87 -7.68  0.3836
H: 0.79 3.18 -7.19  0.3706
H: 2.05 2.75 -5.14  0.2719
H: 3.66 2.14 -3.96  0.5141
H: 3.98 1.87 -2.24  0.4148
H: 2.84 3.14 -2.73  0.5767
H: 3.22 -0.52 -4.39  0.4595
H: 2.13 -1.58 -3.45  0.3026
H: 3.57 -0.91 -2.68  0.3169
S: 0.17 -4.08 0.15  -0.2147
C: -1.46 -4.66 -0.13  -0.0538
C: -1.67 -6.05 -0.12  -0.7062
C: -2.92 -6.62 -0.32  -0.4771
C: -4.01 -5.79 -0.55  -0.7639
C: -3.83 -4.41 -0.56  -0.7370
C: -2.57 -3.82 -0.36  -0.0173
S: -2.47 -2.07 -0.40  -0.0553
H: -0.81 -6.68 0.06  0.3684
H: -3.04 -7.69 -0.30  0.3221
H: -5.00 -6.20 -0.71  0.3402
H: -4.67 -3.75 -0.74  0.3043
N: 3.15 -4.00 -0.93  -0.1264
C: 3.80 -2.96 -0.35  0.5473
O: 3.37 -1.83 -0.27  -0.3118
C: 5.23 -3.20 0.13  -1.1279
I: 5.49 -4.92 1.38  -0.0421
H: 2.14 -3.88 -1.01  -0.0214
H: 3.43 -4.93 -0.66  0.2468
H: 5.52 -2.34 0.73  0.3638
H: 5.91 -3.34 -0.70  0.4307
N: -1.44 7.94 -2.00  -0.6659
C: -1.57 6.79 -2.09  0.5352
N: -1.82 5.50 -2.21  -0.7420
C: -0.84 4.64 -2.15  0.3404
N: -0.04 3.79 -2.12  -0.8118

Among the records above, which one has the highest total charge?
C44H51N3O2RhSSeTe

Number 2 is which compound?
C44H52As2IN8O3S2Tl